[1]
Entry from the OMol25 dataset: a 2-piece molecular cluster, C17H24ClN3O3S overall (wB97M-V/def2-TZVPD).

```
49
Properties=species:S:1:pos:R:3:forces:R:3:lowdin_charge:R:1
C 0.55148 3.07560 3.66605 -0.5829 0.2865 0.2111 0.203
C 0.06973 2.19016 3.01693 0.2382 0.3797 -0.9890 -0.048
N -0.45292 1.44509 1.95838 -0.2207 -0.6348 -0.2582 -0.015
N -1.78208 1.37949 1.91054 -0.2506 -0.0916 0.2006 0.202
C -2.27067 0.69965 0.92079 -2.6473 -2.0484 -2.7240 -0.185
C -3.80865 0.61934 0.93837 0.7532 -0.4190 1.0847 -0.109
C -4.40317 0.01011 1.99462 -0.6431 0.4687 0.0279 0.037
C -1.60146 0.01138 -0.18281 2.9769 0.7516 1.0046 -0.029
C -2.31413 -0.71710 -1.31247 -0.0116 0.2880 -0.4112 -0.119
C -3.15982 0.22648 -2.23960 0.0930 -0.4175 -0.2792 -0.229
C -2.29101 1.02215 -3.25915 -0.9617 0.8201 0.4792 -0.570
Cl -2.25894 0.27326 -4.90625 0.3392 0.1000 0.7906 0.532
C -0.15965 0.08828 -0.09434 -2.9508 0.2840 0.3959 -0.033
C 0.75114 -0.55834 -1.13534 -0.2316 -0.0787 -0.2712 -0.116
C 0.58898 -2.11859 -1.26074 0.3434 -0.1700 -0.9051 -0.267
C 1.97968 -2.84856 -1.36747 -1.7450 0.7085 0.2692 -0.532
S 1.65870 -4.64324 -1.64033 0.5079 -0.2530 0.0714 0.680
C 0.29495 0.83077 1.04175 3.7289 -0.3374 -0.1017 -0.058
C 1.82369 0.92827 1.21834 -0.6033 -0.5250 -0.6506 -0.132
C 2.43861 2.04517 0.30585 0.8768 -0.4327 0.4183 -0.205
C 3.90121 1.59414 -0.05920 -0.5230 -0.0381 0.2989 -0.088
H 0.79289 3.95420 4.25610 0.1378 -0.8329 -0.2403 0.068
H -4.43790 1.05684 0.15009 0.5649 1.0398 0.9285 0.093
H -4.15605 -0.98968 2.38703 1.0424 1.1298 0.6104 0.080
H -5.22582 0.54324 2.51457 -0.5447 -1.1223 -1.2037 0.075
H -2.92705 -1.56075 -0.93080 0.2399 0.6612 0.0116 0.142
H -1.55724 -1.17613 -1.98315 -0.4659 0.2453 0.5977 0.093
H -3.77289 0.96039 -1.68762 0.4008 -0.4204 -0.1278 0.087
H -3.87389 -0.41587 -2.79839 0.4325 0.4707 0.2927 0.111
H -1.28104 1.24701 -2.86707 -0.3429 -0.4540 -0.4882 0.069
H -2.78534 2.00574 -3.39783 0.4030 -0.5949 -0.1169 0.073
H 1.82261 -0.32766 -1.01235 -0.6521 0.0692 0.1590 0.098
H 0.45851 -0.11442 -2.11584 0.2421 -0.1960 0.6095 0.124
H -0.06012 -2.56701 -0.48474 0.5725 0.3188 -0.1423 0.120
H 0.09291 -2.31738 -2.23967 0.1696 0.0530 0.6853 0.095
H 2.50053 -2.41698 -2.24596 -0.0765 -0.4073 0.5801 0.077
H 2.52986 -2.67241 -0.41960 -0.1085 -0.4613 -0.5696 0.072
H 0.31759 -4.77114 -1.84722 0.4879 0.7552 0.1451 -0.147
H 2.13245 0.96603 2.27904 -0.1684 0.1623 -0.5133 0.113
H 2.21766 -0.03627 0.83176 -0.2420 0.5015 0.6255 0.097
H 1.83864 2.19905 -0.61901 0.2956 -0.0507 0.6226 0.108
H 2.49591 2.98191 0.89172 -0.2539 -0.2664 -0.5258 0.105
H 4.54607 1.65734 0.84164 -0.3510 -0.0060 -0.5693 0.089
H 4.33106 2.20137 -0.87726 -0.1948 -0.3079 0.4481 0.073
H 3.88167 0.51891 -0.34559 0.1557 0.7152 -0.0220 0.071
N 2.66667 -1.53060 3.15959 -0.0516 0.0633 -0.1114 -0.652
O 3.63171 -0.73717 3.11986 0.0142 0.0873 -0.0525 -0.089
O 1.74790 -1.35342 3.98467 -0.1129 0.1278 -0.0984 -0.080
O 2.60826 -2.48137 2.34993 -0.0797 0.0786 -0.1965 -0.084
```
Positions in Å, forces in eV/Å.

## Properties
Frontier orbital gap, eV: 5.2
Highest occupied orbital energy, eV: -7.30
E_LUMO, eV: -2.15
Net charge: 0
Total energy, hartree: -1910.14778

***

[2]
Entry from the OMol25 dataset: one molecule with the formula C17H24N2O4 (wB97M-V/def2-TZVPD).

```
47
Properties=species:S:1:pos:R:3:forces:R:3:lowdin_charge:R:1
C -0.49558 7.03399 -0.81446 -0.1600 0.1879 0.1178 -0.080
O 0.29204 5.99916 -1.34939 0.2055 -0.4320 -0.0331 -0.058
C 0.33003 4.80925 -0.69858 0.0809 0.0064 -0.1022 -0.195
C -0.35087 4.51477 0.47155 -0.0214 0.2899 -0.1797 -0.009
C -0.25298 3.26149 1.05823 0.1562 -0.3359 -0.0791 -0.034
C 0.53528 2.28134 0.47804 -0.0094 0.4256 -0.0926 -0.137
C 0.71990 0.92100 1.04531 -0.0549 -0.0993 0.0786 -0.444
O 1.69975 0.23534 0.79458 0.2100 0.0711 -0.0729 0.043
N -0.27605 0.47630 1.84554 -0.2833 -0.0164 0.1633 0.091
C -0.24069 -0.79986 2.52136 0.0136 -0.1710 0.1950 -0.070
C -1.36136 -1.72478 2.02820 0.2500 0.3379 0.1811 -0.437
O -2.37523 -1.84735 2.69545 -0.1701 0.0476 0.3299 0.045
N -1.20050 -2.33414 0.84026 -0.1600 -0.2153 -0.3381 -0.050
C -0.02414 -2.33721 -0.00002 0.5224 -0.0487 0.0551 -0.137
C 0.60666 -3.73122 -0.00755 -0.2852 0.1380 -0.3541 -0.140
C -0.40213 -4.77597 -0.48869 0.1579 -0.2400 0.3647 -0.396
C 0.19737 -6.17820 -0.45299 -0.1335 0.2650 -0.1418 -0.076
C -1.65658 -4.68991 0.38308 0.0210 0.2595 -0.3534 -0.144
C -2.21364 -3.26750 0.38547 -0.3914 -0.2380 0.2571 -0.136
C 1.24260 2.57691 -0.69054 0.0333 0.0473 -0.0830 0.052
C 1.15045 3.81719 -1.28845 -0.0466 0.1128 -0.0181 -0.188
O 1.79456 4.18912 -2.42525 -0.2881 0.1855 0.2893 -0.060
C 2.65179 3.25600 -3.03712 0.1484 -0.1777 -0.1037 -0.077
H -0.37450 7.87526 -1.49481 -0.0393 -0.0360 0.0787 0.095
H -1.55339 6.75437 -0.77025 0.0501 0.0002 0.0086 0.097
H -0.15458 7.32545 0.18441 -0.0181 -0.0270 -0.0381 0.097
H -0.96494 5.26324 0.94626 -0.0344 0.1045 -0.0011 0.105
H -0.77602 3.08627 1.98628 -0.0385 -0.0213 0.0910 0.109
H -1.10948 1.02750 1.96706 0.0893 0.0339 -0.1050 0.137
H -0.41591 -0.64730 3.59178 0.0128 -0.1350 -0.1974 0.131
H 0.75170 -1.22917 2.37641 -0.0979 0.0664 0.0265 0.123
H 0.70338 -1.59509 0.32172 -0.1299 0.0028 -0.0324 0.090
H -0.34022 -2.07778 -1.01822 0.0554 0.0408 0.0343 0.135
H 1.48425 -3.72408 -0.65519 0.0880 -0.0221 -0.0054 0.120
H 0.93357 -3.98221 1.00391 0.0683 -0.0170 0.0778 0.126
H -0.68012 -4.53990 -1.52292 -0.0129 0.0489 -0.0011 0.141
H 1.08219 -6.23155 -1.08308 0.1209 -0.0727 -0.0554 0.075
H 0.48309 -6.44379 0.56251 0.0455 -0.0538 0.1328 0.080
H -0.52335 -6.91087 -0.80861 -0.0453 -0.1414 -0.0267 0.075
H -2.42095 -5.37684 0.01663 -0.0371 -0.0686 0.0230 0.118
H -1.40738 -4.97442 1.40748 -0.0081 -0.0507 0.0788 0.127
H -3.06813 -3.18611 1.05892 0.0837 0.0260 -0.1822 0.119
H -2.52348 -2.98340 -0.62656 -0.0094 -0.0009 0.0254 0.130
H 1.86493 1.79735 -1.09951 0.0831 -0.0290 -0.0719 0.114
H 3.46258 2.95461 -2.36657 -0.0377 0.0024 -0.0178 0.100
H 2.10685 2.36606 -3.36836 0.0217 0.0285 0.0264 0.098
H 3.06924 3.76668 -3.90330 -0.0054 -0.0791 0.0512 0.095
```
Positions in Å, forces in eV/Å.

## Properties
Frontier orbital gap, eV: 9.1
Highest occupied orbital energy, eV: -8.37
E_LUMO, eV: 0.72
Net charge: 0
SMILES: COc1ccc(C(=O)NCC(=O)N2CCC(C)CC2)cc1OC
Total energy, hartree: -1072.68515

***

[3]
Entry from the OMol25 dataset: C17H24N3O5PSn as an isolated structure (wB97M-V/def2-TZVPD).

```
51
Properties=species:S:1:pos:R:3:forces:R:3:lowdin_charge:R:1
N 0.20727 2.42577 -0.44267 -0.2066 0.6353 0.3262 0.076
C 0.20564 3.57799 -0.30381 0.2511 -1.2526 -0.4667 -0.145
C 0.25535 5.00815 -0.23574 -0.0787 0.8201 0.2574 0.020
H -0.76216 5.42804 -0.29031 0.2928 -0.1270 -0.0166 0.124
H 0.84246 5.39444 -1.08248 -0.1037 -0.1149 0.1685 0.134
H 0.72773 5.33766 0.70404 -0.1005 -0.1378 -0.2708 0.133
N 1.92658 -1.27013 -0.77191 0.0240 -0.0154 -0.0495 0.083
C 2.89968 -1.89665 -0.83767 -1.1662 0.7388 -0.0808 -0.121
C 4.09345 -2.66751 -0.97122 0.7665 -0.4798 0.0148 0.028
H 4.74748 -2.20697 -1.73011 -0.1857 -0.1094 0.2161 0.135
H 3.84053 -3.69296 -1.28742 0.0437 0.2773 0.0975 0.136
H 4.63199 -2.70987 -0.00982 -0.1712 0.0220 -0.2727 0.135
N -2.11703 -1.18668 -0.49303 -0.7140 -0.1724 0.2320 0.070
C -3.17533 -1.64607 -0.35351 1.4432 0.4333 -0.4010 -0.137
C -4.46940 -2.24654 -0.24746 -0.7599 -0.2911 0.2167 0.025
H -4.45405 -3.05430 0.50153 0.0383 0.2063 -0.2059 0.133
H -4.76341 -2.66854 -1.22031 0.0946 0.0930 0.1957 0.133
H -5.21540 -1.49317 0.05342 0.2174 -0.1957 -0.0936 0.130
Sn -0.05334 0.03716 -0.82276 0.7046 -0.5220 -0.5702 1.391
C 0.06443 -1.89299 1.44662 -0.2706 -1.8924 1.5106 -0.033
O -0.00065 -2.74226 2.19950 0.2268 1.8594 -1.6224 0.168
C 1.79159 0.71203 1.42792 1.2987 0.7253 0.8773 -0.040
O 2.56788 1.10559 2.15062 -1.2038 -0.6905 -1.1265 0.175
C 0.48251 1.35836 -3.28453 0.7181 0.0677 -0.0178 -0.098
C -0.90852 1.42669 -3.16267 -0.6489 0.2174 0.0878 -0.100
C -1.67125 0.24929 -3.16838 -0.4739 0.4164 0.0322 -0.101
C -1.04144 -0.99178 -3.29316 0.2356 -0.6476 -0.1040 -0.100
C 0.35693 -1.06514 -3.40670 -0.3287 -0.4128 0.0230 -0.092
C 1.11942 0.11105 -3.40360 0.2786 0.3854 0.0506 -0.091
H 1.08128 2.27461 -3.32811 -0.2350 -0.3625 0.0506 0.146
H -1.41067 2.40092 -3.10909 0.2279 -0.4391 -0.0148 0.145
H -2.76579 0.30919 -3.11757 0.4950 -0.0221 -0.0113 0.146
H -1.63294 -1.91300 -3.33883 0.2357 0.3817 0.0445 0.147
H 0.84092 -2.03704 -3.53758 -0.1690 0.3259 0.0618 0.147
H 2.20397 0.06488 -3.53635 -0.3620 0.0347 0.0729 0.147
C -3.01518 3.40103 1.74848 0.2260 0.7817 -0.0244 -0.029
O -2.96512 2.01913 2.23600 1.2954 -0.7267 -2.2161 -0.200
P -1.71232 1.04031 1.72211 -0.4878 -0.5996 6.7196 0.929
O -0.47174 1.67372 2.60323 -1.4225 -0.1528 -2.7644 -0.348
C -0.07058 1.29251 3.93384 0.4006 -0.0679 0.9277 -0.035
O -2.03556 -0.36248 2.46524 0.8101 2.1975 -2.5630 -0.378
C -2.49711 -0.60778 3.82360 -0.9739 -0.4769 1.2033 -0.024
H -3.19603 3.42730 0.66064 -0.0709 -0.2012 0.4457 0.109
H -2.08450 3.93545 1.99889 -0.2626 -0.3661 -0.0025 0.097
H -3.84450 3.90806 2.24764 -0.0376 -0.3909 0.0395 0.129
H 0.76789 1.95998 4.15309 -0.1411 -0.2031 0.0310 0.121
H -0.89231 1.48773 4.63903 0.2674 -0.1669 -0.2915 0.121
H 0.27550 0.24748 3.97764 -0.2434 0.3583 -0.0410 0.110
H -1.68056 -1.05871 4.42027 -0.3603 0.3354 -0.5225 0.117
H -3.31130 -1.34514 3.71338 0.3785 0.4663 0.2181 0.120
H -2.87936 0.31598 4.29988 0.2080 -0.5420 -0.3714 0.113
```
Positions in Å, forces in eV/Å.

## Properties
Frontier orbital gap (alpha / beta), eV: 5.4 / 5.5
Highest occupied orbital energy (alpha / beta), eV: -22.50 / -22.62
E_LUMO (alpha / beta), eV: -17.11 / -17.12
Net charge: +4
Total energy, hartree: -1756.59681